No. 1
{"formula": "C22H45ClNO3PS", "method": "wB97M-V/def2-TZVPD", "elements": ["C", "C", "C", "C", "C", "C", "C", "C", "C", "C", "C", "C", "C", "C", "P", "C", "C", "C", "C", "S", "O", "O", "Cl", "C", "C", "O", "N", "C", "C", "H", "H", "H", "H", "H", "H", "H", "H", "H", "H", "H", "H", "H", "H", "H", "H", "H", "H", "H", "H", "H", "H", "H", "H", "H", "H", "H", "H", "H", "H", "H", "H", "H", "H", "H", "H", "H", "H", "H", "H", "H", "H", "H", "H", "H"], "coordinates": [[4.57008, -4.25074, 0.51922], [4.54870, -3.24877, -0.63885], [4.65762, -1.79575, -0.11843], [5.65214, -0.94729, -0.90112], [5.53726, 0.56306, -0.69825], [5.78247, 1.05111, 0.73948], [4.59018, 1.03418, 1.69224], [3.67611, 2.26061, 1.59541], [2.73063, 2.22361, 0.38025], [1.37990, 2.90234, 0.63061], [0.75278, 3.34946, -0.70004], [-0.75356, 3.55282, -0.60970], [-1.52125, 2.23260, -0.67993], [-2.97535, 2.37361, -0.17994], [-3.74380, 0.76180, 0.29469], [-3.29837, -0.29391, -1.18294], [-4.21355, -1.51345, -1.30085], [-4.30534, -2.14130, -2.72394], [-3.39878, -1.54315, -3.79031], [-4.02826, -0.07975, -4.64050], [-4.30165, -0.40875, -6.00382], [-3.17172, 1.03261, -4.36113], [-5.84083, 0.31686, -3.76440], [-2.72550, 0.14774, 1.73055], [-3.44459, 0.06710, 3.06999], [-2.99821, 0.73941, 4.00595], [-4.56961, -0.75663, 3.28331], [-4.85191, -1.70709, 2.20175], [-4.35568, -1.49598, 4.56106], [4.00583, -3.85509, 1.35995], [5.59367, -4.40861, 0.84802], [4.12861, -5.19876, 0.22187], [5.41137, -3.40881, -1.28094], [3.62964, -3.33241, -1.21186], [4.99369, -1.83037, 0.92032], [3.67748, -1.32153, -0.08154], [5.46222, -1.13523, -1.96252], [6.67056, -1.29236, -0.72083], [6.30131, 1.02553, -1.32509], [4.57941, 0.88838, -1.09893], [6.61010, 0.46070, 1.13513], [6.15694, 2.07308, 0.67098], [3.97291, 0.14678, 1.58626], [4.98822, 1.01011, 2.70886], [3.04059, 2.23917, 2.48409], [4.24142, 3.18924, 1.64192], [3.21565, 2.73140, -0.45364], [2.55797, 1.18031, 0.12622], [0.70938, 2.15145, 1.05055], [1.47028, 3.73710, 1.32175], [1.27789, 4.24086, -1.04041], [0.96063, 2.55052, -1.41450], [-1.08374, 4.16876, -1.44624], [-1.02067, 4.04981, 0.32218], [-1.56573, 1.88538, -1.71115], [-1.01718, 1.44999, -0.11042], [-3.60191, 2.73694, -0.99067], [-3.03124, 3.04022, 0.67612], [-3.37792, 0.38325, -2.02584], [-2.27306, -0.63376, -1.02657], [-5.21202, -1.21604, -0.99303], [-3.86682, -2.28986, -0.62713], [-5.34333, -2.13224, -3.03618], [-4.03683, -3.19411, -2.65885], [-2.40100, -1.30343, -3.44169], [-3.29602, -2.26108, -4.59986], [-1.89497, 0.83117, 1.88210], [-2.28747, -0.82365, 1.49239], [-3.96514, -2.19712, 1.80102], [-5.39048, -1.19051, 1.41470], [-5.51502, -2.49075, 2.55390], [-4.56209, -0.86912, 5.41819], [-3.31767, -1.82779, 4.62456], [-4.97536, -2.38392, 4.58647]], "atomic_forces_ev_per_a": [[-0.18, 0.17, -0.44], [0.17, 0.70, 0.71], [0.43, -0.26, 0.36], [-0.62, 0.13, -0.55], [0.42, -0.19, 0.12], [-0.16, -0.14, -0.59], [0.33, 0.60, 0.34], [-0.64, -0.72, 0.03], [0.34, 0.71, 0.60], [-0.06, -0.43, -0.78], [0.19, -0.22, 0.58], [0.06, -0.28, -0.34], [-0.51, 0.30, 0.16], [0.88, -1.05, -0.15], [-1.38, 0.23, -0.09], [0.22, -0.22, 1.31], [-0.01, 0.21, -0.65], [0.26, -0.05, 0.67], [-0.63, -0.45, -0.18], [0.69, 0.29, -0.61], [-0.20, -0.16, 0.23], [-0.21, -0.02, 0.27], [0.11, 0.05, 0.03], [-0.03, -0.03, -0.38], [0.12, 1.46, 1.31], [-0.57, -1.04, -1.17], [1.48, -1.09, -0.10], [-0.49, 0.28, -0.07], [-0.01, 0.34, -0.04], [-0.13, -0.07, 0.13], [0.07, -0.11, 0.12], [0.10, -0.19, 0.08], [-0.09, -0.28, -0.31], [0.02, -0.19, -0.26], [-0.02, 0.00, 0.13], [-0.13, 0.06, -0.18], [0.10, -0.01, -0.12], [0.10, -0.03, 0.18], [0.00, 0.06, -0.14], [-0.15, 0.14, 0.13], [0.03, -0.09, 0.16], [0.01, 0.15, 0.17], [0.02, -0.19, -0.08], [0.00, -0.06, 0.09], [-0.01, 0.10, 0.13], [0.11, 0.10, -0.08], [0.05, -0.20, -0.26], [-0.03, -0.09, -0.31], [-0.04, 0.11, 0.45], [-0.03, 0.09, 0.11], [-0.06, 0.11, -0.15], [-0.02, 0.06, -0.28], [-0.13, 0.23, 0.09], [0.07, 0.24, 0.06], [0.19, -0.07, -0.12], [0.18, 0.04, 0.12], [-0.19, 0.32, 0.07], [-0.16, 0.14, 0.08], [0.14, 0.03, -0.15], [0.24, 0.18, -0.52], [-0.16, -0.08, 0.08], [-0.05, -0.03, 0.26], [-0.04, 0.00, -0.28], [0.09, -0.10, -0.02], [0.02, 0.31, 0.14], [-0.05, 0.06, -0.21], [0.08, 0.05, 0.16], [-0.07, -0.13, -0.05], [0.15, -0.03, -0.06], [0.14, 0.05, -0.28], [-0.07, 0.02, 0.20], [-0.06, 0.11, 0.05], [0.07, -0.01, 0.10], [-0.31, 0.06, -0.03]], "smiles": "CCCCCCCCCCCCCCP(CCCCS(=O)(=O)Cl)CC(=O)N(C)C", "homo_lumo_gap_ev": 8.39}

No. 2
{"formula": "CH3BrClP", "method": "wB97M-V/def2-TZVPD", "elements": ["C", "P", "Cl", "Br", "H", "H", "H"], "coordinates": [[-0.14598, -0.39556, -0.80701], [0.74315, -0.58205, 0.77075], [1.47679, 2.65996, 1.22373], [-0.89382, -0.60672, 2.12899], [-1.29944, 0.09621, -0.75043], [-0.30748, -1.47239, -1.13806], [0.42678, 0.30055, -1.42797]], "atomic_forces_ev_per_a": [[-3.42, 0.74, 0.42], [0.27, 1.83, -0.19], [-0.43, -1.72, -0.32], [-0.32, -0.10, 0.48], [3.28, -1.35, 0.18], [0.51, 1.32, -0.21], [0.10, -0.71, -0.35]], "e_above_lowest_ev": 3.0104, "homo_lumo_gap_ev": [6.63, 5.79]}

No. 3
{"formula": "C13H28BrNO3P", "method": "wB97M-V/def2-TZVPD", "elements": ["C", "C", "C", "Br", "C", "P", "C", "O", "C", "C", "C", "C", "N", "O", "C", "C", "C", "C", "H", "H", "H", "H", "H", "H", "H", "H", "H", "H", "H", "H", "H", "H", "H", "H", "H", "H", "H", "H", "H", "H", "H", "H", "H", "H", "O", "H", "H"], "coordinates": [[4.31140, 0.40726, 1.00611], [2.77472, 0.46555, 0.75680], [2.42465, -0.05883, -0.61370], [3.31147, 1.14244, -1.92551], [0.90305, -0.13181, -0.94638], [0.84443, -0.77745, -2.71736], [-0.64419, -1.84628, -2.86356], [0.39774, 0.54339, -3.60974], [0.29088, -1.15973, 0.03311], [-0.96920, -0.69555, 0.78931], [-1.71725, -1.96255, 1.25718], [-0.63133, 0.09181, 2.06477], [-1.88690, 0.05498, -0.09189], [-2.60473, -0.68607, -0.85912], [-1.30588, 1.27569, -0.72808], [-1.95413, 1.52082, -2.08296], [-1.71668, 2.49141, 0.13227], [0.23865, 1.24542, -0.77193], [4.52278, -0.24373, 1.84772], [4.69619, 1.38408, 1.26847], [4.84702, 0.01931, 0.15194], [2.46855, 1.49365, 0.88307], [2.33518, -0.15277, 1.52563], [2.84785, -1.03806, -0.80290], [-1.60391, -1.36386, -2.72043], [-0.53409, -2.70944, -2.22265], [-0.61555, -2.22794, -3.87972], [0.76060, 0.43064, -4.50221], [0.04203, -2.09075, -0.45554], [1.00119, -1.42892, 0.80530], [-1.28045, -2.33732, 2.17358], [-1.74915, -2.72455, 0.49174], [-2.74087, -1.68821, 1.48964], [-0.52642, -0.56223, 2.91256], [0.22388, 0.74317, 1.92937], [-1.48267, 0.73541, 2.26749], [-1.57392, 2.46790, -2.44594], [-1.78850, 0.72675, -2.78720], [-3.01540, 1.65772, -1.91156], [-1.13058, 2.54531, 1.04225], [-1.58220, 3.41580, -0.41603], [-2.74708, 2.37180, 0.44527], [0.53543, 1.90576, -1.57688], [0.59295, 1.72368, 0.12947], [-1.38820, -1.58378, 4.81358], [-0.96982, -1.36990, 5.65495], [-2.21152, -2.02005, 5.05972]], "atomic_forces_ev_per_a": [[-0.56, -0.11, 0.36], [1.57, -0.21, 0.06], [-0.85, 0.68, -0.41], [0.04, -0.11, 0.04], [-0.10, 0.39, 0.09], [0.45, -0.94, -0.14], [0.05, 0.43, -0.25], [-0.04, -0.02, -0.31], [-0.26, 0.23, -0.01], [-0.21, -1.16, 0.93], [-0.25, 0.56, -0.05], [-0.55, 0.78, -0.83], [0.92, -0.52, -1.08], [-0.19, 0.30, 0.43], [-0.29, 0.98, 0.37], [-0.16, -0.02, 0.54], [0.16, -0.49, 0.35], [-0.33, -0.32, -0.29], [0.08, -0.15, 0.15], [0.19, 0.19, -0.14], [0.18, 0.03, -0.23], [-0.37, 0.15, -0.01], [-0.49, -0.03, 0.12], [0.25, -0.13, -0.01], [-0.09, 0.00, 0.26], [-0.10, -0.21, 0.19], [0.10, -0.04, -0.26], [0.00, 0.21, 0.39], [0.06, -0.13, -0.25], [0.24, -0.11, 0.13], [0.29, -0.23, 0.03], [-0.02, -0.18, -0.13], [-0.23, 0.00, 0.06], [0.34, -0.18, 0.17], [0.23, 0.01, 0.18], [-0.12, 0.08, 0.29], [0.23, 0.03, -0.32], [-0.01, -0.04, -0.28], [-0.29, -0.15, -0.15], [0.16, 0.10, 0.15], [-0.02, 0.17, -0.11], [-0.33, 0.17, -0.15], [0.12, 0.09, -0.25], [0.21, -0.05, 0.29], [-0.05, -0.07, 0.21], [0.00, 0.00, -0.07], [0.04, 0.02, -0.07]], "s2": 0.754, "multiplicity": 2, "homo_lumo_gap_ev": [8.43, 8.56]}

No. 4
{"formula": "C5H10O3", "method": "wB97M-V/def2-TZVPD", "elements": ["C", "C", "C", "C", "C", "O", "O", "H", "H", "H", "H", "H", "H", "H", "H", "O", "H", "H"], "coordinates": [[-2.09495, 0.23600, -0.78755], [-1.36111, 0.18333, 0.34705], [0.08922, -0.11692, 0.11200], [1.04557, 0.65167, 0.97652], [0.47155, 1.80885, 1.83797], [1.07052, 2.77680, 2.06733], [-0.68860, 1.45661, 2.40153], [-1.67433, 0.24441, -1.78076], [-3.18535, 0.49909, -0.80995], [-1.68542, 0.19735, 1.42520], [0.34135, 0.36504, -0.94158], [0.28705, -1.17762, 0.15368], [1.87699, 0.99441, 0.39453], [1.57349, -0.08136, 1.68303], [-0.88361, 2.02324, 3.18210], [1.96111, -3.24728, -3.46074], [1.42211, -3.07738, -2.67885], [1.43443, -3.73624, -4.12152]], "atomic_forces_ev_per_a": [[-1.63, 1.26, 1.57], [-0.96, -1.39, -1.30], [0.36, 2.10, -2.31], [0.85, -0.83, 2.23], [0.33, -3.86, -1.31], [1.39, 3.25, 0.82], [-0.53, 0.72, 1.91], [0.45, -0.19, 0.02], [1.00, -0.57, 0.35], [-0.31, -0.21, -2.08], [-0.71, -1.79, 1.66], [0.12, -0.28, -0.22], [0.28, 0.69, -0.23], [-0.91, 1.15, -0.33], [0.28, -0.08, -0.78], [-0.03, -0.20, -0.41], [-0.15, -0.22, -0.38], [0.17, 0.43, 0.80]], "e_above_lowest_ev": 2.0979, "smiles": "C=CCCC(=O)O.O", "homo_lumo_gap_ev": 10.17}